The following is a quantum chemistry calculation of a molecular structure, CH3Cl2OPS, from the OMol25 dataset.

Geometry as XYZ:
```
9
Properties=species:S:1:pos:R:3:forces:R:3:lowdin_charge:R:1
C -0.18640 0.58388 -1.16904 -1.8 -0.8 -1.0 -1.031
O 0.13009 -1.34348 2.61720 0.4 -0.7 0.6 -0.622
P -1.38680 -0.44488 -0.17876 2.6 -0.4 0.7 0.788
S 0.71830 -0.52747 1.58222 -2.3 0.4 -1.1 0.390
Cl 0.54098 1.84764 -0.26188 0.3 1.7 0.2 0.509
Cl 1.99031 -1.53067 0.29415 0.2 -0.4 -0.1 0.147
H -0.67189 0.88759 -2.12621 0.6 0.2 0.7 0.047
H 0.60950 -0.08944 -1.36067 0.6 -0.7 -0.8 -0.069
H -1.74410 0.61682 0.60299 -0.6 0.9 0.7 -0.158
```
Positions in Å, forces in eV/Å.

Results
- energy (eV) = -48299.906
- spin multiplicity = 1
- ΔE to the lowest compared entry with this formula, charge and spin (eV) = 4.747
- HOMO-LUMO gap (alpha / beta) (eV) = 7.2681 / 7.2470